Computed, not measured: 14 unconnected molecules or ions with the total composition C66H137F8N17O18S8 in a non-equilibrium geometry, with wB97M-V/def2-TZVPD.

The geometry in ORCA input format:
```
! wB97M-V def2-TZVPD RIJCOSX def2/J DEFGRID3
* xyz 4 1
C -3.061 4.292 3.531
C -3.552 4.071 4.990
N -3.192 2.827 5.638
C -3.683 1.579 5.291
C -2.875 0.643 5.909
N -1.891 1.234 6.627
C -2.130 2.616 6.513
C -0.741 0.714 7.440
H -3.637 5.117 3.111
H -3.356 3.401 2.976
H -2.016 4.602 3.552
H -4.606 4.140 5.258
H -3.114 4.857 5.606
H -4.581 1.420 4.711
H -2.943 -0.435 5.904
H -1.537 3.282 7.121
H 0.197 1.115 7.055
H -0.708 -0.375 7.400
H -0.851 0.894 8.509
C 3.380 -1.381 -0.394
C 3.980 -0.203 0.335
N 4.263 -0.371 1.787
C 4.373 -1.502 2.573
C 4.615 -1.129 3.815
N 4.402 0.247 3.914
C 4.058 0.632 2.662
C 4.438 1.060 5.049
H 3.207 -1.341 -1.470
H 2.369 -1.528 -0.015
H 4.013 -2.253 -0.233
H 3.418 0.706 0.119
H 4.943 0.019 -0.126
H 4.506 -2.492 2.162
H 4.928 -1.735 4.652
H 3.672 1.591 2.348
H 5.395 0.836 5.520
H 3.568 0.772 5.639
H 4.654 2.100 4.803
C 0.450 1.457 -5.963
C 0.479 0.200 -6.935
N 1.780 -0.430 -6.858
C 1.994 -1.740 -6.632
C 3.289 -2.027 -6.888
N 3.940 -0.828 -7.057
C 2.974 0.222 -7.170
C 5.352 -0.627 -7.248
H 0.552 1.148 -4.923
H -0.473 1.999 -6.168
H 1.285 2.121 -6.186
H 0.331 0.416 -7.993
H -0.395 -0.397 -6.673
H 1.249 -2.387 -6.193
H 3.905 -2.901 -6.734
H 3.146 1.241 -7.483
H 5.408 0.376 -7.673
H 5.777 -1.252 -8.033
H 5.856 -0.530 -6.287
C -0.181 -5.932 -0.814
C -0.975 -4.976 -0.053
N -0.373 -4.364 1.110
C -0.064 -4.956 2.305
C 0.443 -4.053 3.258
N 0.383 -2.835 2.574
C -0.077 -3.045 1.257
C 1.023 -1.619 3.074
H 0.797 -5.459 -0.903
H -0.832 -6.090 -1.674
H 0.014 -6.909 -0.372
H -1.890 -5.454 0.300
H -1.389 -4.201 -0.698
H -0.243 -6.019 2.366
H 0.830 -4.157 4.262
H -0.380 -2.318 0.519
H 1.420 -0.980 2.286
H 1.775 -1.832 3.834
H 0.236 -1.131 3.649
C 1.322 5.557 3.973
C 2.826 5.109 4.328
C 3.213 6.066 5.457
N 4.776 6.200 5.502
C 5.398 4.725 5.578
C 5.217 6.941 6.761
C 6.574 7.526 6.414
C 6.321 8.095 5.140
C 5.293 7.196 4.382
H 1.000 4.930 3.143
H 1.438 6.608 3.707
H 0.681 5.539 4.854
H 3.471 5.238 3.458
H 3.030 4.136 4.775
H 2.991 5.877 6.507
H 2.951 7.083 5.166
H 4.782 4.102 6.227
H 6.385 4.854 6.021
H 5.478 4.533 4.508
H 5.184 6.287 7.633
H 4.567 7.796 6.946
H 7.431 6.853 6.380
H 6.908 8.145 7.246
H 7.169 8.224 4.467
H 5.948 9.103 5.321
H 5.804 6.571 3.649
H 4.452 7.734 3.945
C -4.421 1.325 -3.645
C -5.127 0.426 -2.614
C -4.521 0.481 -1.189
N -4.876 -0.676 -0.167
C -4.092 -2.055 -0.415
C -6.452 -0.866 -0.178
C -6.919 -1.248 1.183
C -5.703 -1.079 2.031
C -4.754 -0.110 1.255
H -4.055 2.312 -3.363
H -4.986 1.357 -4.576
H -3.553 0.757 -3.981
H -4.976 -0.593 -2.970
H -6.195 0.643 -2.643
H -4.761 1.399 -0.652
H -3.437 0.391 -1.269
H -4.637 -2.796 0.170
H -3.029 -1.833 -0.321
H -4.296 -2.388 -1.433
H -6.368 -1.643 -0.937
H -6.965 0.040 -0.502
H -7.319 -2.260 1.242
H -7.718 -0.611 1.563
H -5.243 -2.002 2.385
H -5.994 -0.473 2.890
H -3.713 -0.100 1.578
H -5.146 0.904 1.181
C 2.509 -4.254 -3.498
C 2.720 -5.711 -4.022
C 4.147 -6.209 -4.403
N 4.184 -7.382 -5.457
C 3.286 -8.629 -5.066
C 5.516 -8.055 -5.843
C 6.017 -7.358 -7.023
C 4.707 -7.314 -7.879
C 3.758 -6.806 -6.834
H 2.830 -4.081 -2.471
H 1.455 -3.980 -3.555
H 3.094 -3.598 -4.143
H 2.138 -5.939 -4.915
H 2.191 -6.347 -3.313
H 4.632 -6.715 -3.569
H 4.694 -5.339 -4.766
H 2.291 -8.226 -4.879
H 3.875 -9.134 -4.300
H 3.213 -9.200 -5.992
H 5.598 -9.134 -5.970
H 6.072 -7.841 -4.931
H 6.768 -7.811 -7.671
H 6.290 -6.321 -6.826
H 4.387 -8.287 -8.252
H 4.929 -6.645 -8.710
H 2.695 -7.009 -6.963
H 3.730 -5.717 -6.856
C -7.065 -7.789 6.419
C -5.723 -7.448 5.692
C -5.747 -6.083 5.062
N -4.456 -5.536 4.513
C -3.898 -6.464 3.397
C -3.528 -5.315 5.775
C -2.717 -3.998 5.591
C -3.260 -3.362 4.349
C -4.524 -4.085 3.938
H -6.955 -7.787 7.504
H -7.368 -8.758 6.021
H -7.883 -7.116 6.163
H -5.552 -8.229 4.951
H -4.840 -7.483 6.330
H -6.249 -5.434 5.779
H -6.412 -6.137 4.200
H -4.637 -6.547 2.600
H -3.850 -7.455 3.849
H -2.953 -5.971 3.167
H -3.058 -6.297 5.815
H -4.159 -5.144 6.647
H -1.646 -4.195 5.546
H -2.703 -3.270 6.402
H -2.574 -3.444 3.506
H -3.343 -2.285 4.496
H -4.856 -4.012 2.902
H -5.296 -3.702 4.604
C 0.515 4.187 -1.344
C -0.475 5.141 -2.055
C -1.530 5.784 -1.141
N -2.903 6.331 -1.699
C -2.700 7.137 -2.961
C -3.757 7.284 -0.766
C -4.869 6.611 -0.096
C -4.888 5.235 -0.686
C -3.966 5.278 -1.948
H -0.024 3.305 -0.996
H 1.021 4.749 -0.559
H 1.135 3.799 -2.152
H -1.115 4.633 -2.776
H -0.043 6.001 -2.567
H -1.068 6.695 -0.761
H -1.803 5.090 -0.346
H -3.648 7.458 -3.392
H -2.170 6.511 -3.678
H -2.150 7.962 -2.507
H -4.042 8.238 -1.208
H -2.969 7.509 -0.047
H -5.674 7.322 -0.283
H -4.921 6.535 0.990
H -5.912 4.879 -0.801
H -4.517 4.480 0.006
H -4.518 5.580 -2.837
H -3.489 4.322 -2.165
N -3.302 -4.009 -5.336
S -2.376 -2.926 -5.452
O -1.171 -3.184 -6.256
O -2.288 -1.924 -4.360
F -3.212 -2.051 -6.500
S -2.436 -4.715 -4.103
O -2.899 -4.509 -2.745
O -1.034 -5.127 -4.314
F -3.023 -6.155 -4.430
N -2.993 5.057 -7.344
S -3.101 4.107 -6.247
O -2.974 4.561 -4.874
O -2.764 2.713 -6.569
F -4.736 3.990 -6.262
S -1.613 5.886 -6.963
O -0.466 5.034 -6.545
O -1.803 7.190 -6.385
F -1.074 6.036 -8.458
N 5.000 3.485 2.180
S 4.737 4.178 0.939
O 4.880 3.501 -0.368
O 4.973 5.594 0.987
F 3.109 4.165 1.161
S 6.640 3.219 1.853
O 7.413 4.445 1.415
O 6.857 1.956 1.262
F 7.269 2.945 3.378
N -1.296 -0.021 -0.258
S -0.691 0.603 -1.493
O 0.765 0.755 -1.650
O -1.566 1.619 -2.043
F -0.996 -0.651 -2.493
S -0.764 1.166 0.813
O -1.634 2.346 0.983
O 0.687 1.370 1.095
F -1.214 0.323 2.105
C 3.821 0.588 -3.636
C 4.428 1.633 -4.664
O 3.711 2.539 -5.114
O 5.595 1.490 -4.879
H 4.563 -0.113 -3.253
H 3.079 0.004 -4.181
H 3.226 1.136 -2.907
*
```

LUMO level: -8.370 eV
Orbital gap: 2.948 eV
E: -8864.6634 Ha

Löwdin atomic charge list, values in e, 99 entries: atom 1 (C): -0.016, atom 2 (C): -0.163, atom 3 (N): -0.042, atom 4 (C): 0.010, atom 5 (C): -0.041, atom 6 (N): -0.067, atom 7 (C): 0.073, atom 8 (C): 0.034, atom 9 (H): 0.082, atom 10 (H): 0.063, atom 11 (H): 0.081, atom 12 (H): 0.139, atom 13 (H): 0.129, atom 14 (H): 0.138, atom 15 (H): 0.112, atom 16 (H): 0.166, atom 17 (H): 0.097, atom 18 (H): 0.091, atom 19 (H): 0.109, atom 20 (C): -0.061, atom 21 (C): -0.133, atom 22 (N): 0.026, atom 23 (C): -0.052, atom 24 (C): -0.029, atom 25 (N): -0.081, atom 26 (C): 0.002, atom 27 (C): -0.007, atom 28 (H): 0.077, atom 29 (H): 0.053, atom 30 (H): 0.075, atom 31 (H): 0.130, atom 32 (H): 0.141, atom 33 (H): 0.140, atom 34 (H): 0.144, atom 35 (H): 0.143, atom 36 (H): 0.121, atom 37 (H): 0.105, atom 38 (H): 0.079, atom 39 (C): -0.016, atom 40 (C): -0.126, atom 41 (N): -0.047, atom 42 (C): -0.046, atom 43 (C): -0.046, atom 44 (N): -0.085, atom 45 (C): 0.117, atom 46 (C): -0.012, atom 47 (H): 0.070, atom 48 (H): 0.050, atom 49 (H): 0.060, atom 50 (H): 0.134, atom 51 (H): 0.114, atom 52 (H): 0.117, atom 53 (H): 0.112, atom 54 (H): 0.168, atom 55 (H): 0.105, atom 56 (H): 0.101, atom 57 (H): 0.092, atom 58 (C): -0.044, atom 59 (C): -0.217, atom 60 (N): -0.037, atom 61 (C): -0.024, atom 62 (C): 0.015, atom 63 (N): -0.071, atom 64 (C): 0.065, atom 65 (C): -0.003, atom 66 (H): 0.091, atom 67 (H): 0.091, atom 68 (H): 0.093, atom 69 (H): 0.134, atom 70 (H): 0.120, atom 71 (H): 0.137, atom 72 (H): 0.134, atom 73 (H): 0.141, atom 74 (H): 0.084, atom 75 (H): 0.088, atom 76 (H): 0.084, atom 77 (C): -0.052, atom 78 (C): -0.198, atom 79 (C): -0.128, atom 80 (N): -0.214, atom 81 (C): 0.058, atom 82 (C): -0.118, atom 83 (C): -0.204, atom 84 (C): -0.171, atom 85 (C): -0.002, atom 86 (H): 0.065, atom 87 (H): 0.078, atom 88 (H): 0.060, atom 89 (H): 0.082, atom 90 (H): 0.083, atom 91 (H): 0.132, atom 92 (H): 0.117, atom 93 (H): 0.097, atom 94 (H): 0.102, atom 95 (H): 0.062, atom 96 (H): 0.136, atom 97 (H): 0.142, atom 98 (H): 0.127, atom 99 (H): 0.142



Computed, not measured: a gas-phase ion, C3H7BrN4 (charge +2) in a non-equilibrium geometry, with wB97M-V/def2-TZVPD.

The geometry in ORCA input format:
```
! wB97M-V def2-TZVPD RIJCOSX def2/J DEFGRID3
* xyz 2 1
N -0.622 -1.655 1.667
C -0.242 -0.725 0.872
N 0.650 -0.884 -0.109
C 0.938 0.144 -0.976
N 0.516 1.359 -0.877
C -0.466 1.687 0.173
N -1.123 0.521 0.668
Br -2.777 0.518 1.627
H -0.466 -2.617 1.602
H -1.412 -1.374 2.205
H 1.260 -1.641 -0.299
H 1.653 -0.155 -1.727
H 0.881 2.102 -1.445
H -1.266 2.331 -0.324
H 0.086 2.090 1.029
*
```

LUMO level: -9.703 eV
Relative energy (zero: lowest compared OMol25 entry of this formula, charge and spin): 31.71 kcal per mole
Orbital gap: 8.691 eV
SMILES: [NH2+]=C1NC=[NH+]CN1Br
E: -2910.8401 Ha

Atomic charges from the natural (NBO) analysis, expressed in e, are listed below: atom 1 (N): -0.644, atom 2 (C): 0.699, atom 3 (N): -0.566, atom 4 (C): 0.435, atom 5 (N): -0.425, atom 6 (C): -0.089, atom 7 (N): -0.515, atom 8 (Br): 0.434, atom 9 (H): 0.463, atom 10 (H): 0.445, atom 11 (H): 0.478, atom 12 (H): 0.275, atom 13 (H): 0.486, atom 14 (H): 0.288, atom 15 (H): 0.237



Computed, not measured: 2 unconnected molecules or ions with the total composition C11H17N2 in a non-equilibrium geometry, with wB97M-V/def2-TZVPD.

The geometry in ORCA input format:
```
! wB97M-V def2-TZVPD RIJCOSX def2/J DEFGRID3
* xyz 1 1
C 2.949 1.523 0.202
C 3.207 0.414 1.040
C 2.031 1.409 -0.793
C 2.478 -0.783 0.916
C 1.298 0.237 -0.938
C 1.425 -0.851 -0.030
C 0.595 -1.984 0.012
C 0.546 -2.773 1.085
C -0.782 1.498 0.863
C -2.553 1.750 -0.784
C -2.566 -1.091 -0.856
N -1.533 0.913 -0.006
N -1.740 -0.394 0.095
H 3.608 2.502 0.320
H 3.896 0.608 1.925
H 1.988 2.132 -1.573
H 2.773 -1.781 1.361
H 0.510 0.086 -1.659
H -0.943 -0.853 0.533
H 1.084 -2.464 1.944
H -0.188 -3.520 1.327
H -0.080 -2.260 -0.801
H -0.361 0.990 1.669
H -0.852 2.519 0.868
H -2.394 1.746 -1.916
H -3.619 1.417 -0.666
H -2.430 2.822 -0.638
H -3.528 -1.392 -0.440
H -2.058 -1.956 -1.236
H -2.761 -0.464 -1.823
*
```

LUMO level: -4.032 eV
Relative energy (zero: lowest compared OMol25 entry of this formula, charge and spin): 106.53 kcal per mole
Orbital gap: 7.926 eV
E: -538.4709 Ha

Atomic charges from the natural (NBO) analysis, expressed in e, are listed below: atom 1 (C): -0.201, atom 2 (C): -0.203, atom 3 (C): -0.242, atom 4 (C): -0.183, atom 5 (C): -0.193, atom 6 (C): -0.125, atom 7 (C): -0.266, atom 8 (C): -0.332, atom 9 (C): 0.000, atom 10 (C): -0.460, atom 11 (C): -0.445, atom 12 (N): -0.034, atom 13 (N): -0.414, atom 14 (H): 0.243, atom 15 (H): 0.240, atom 16 (H): 0.229, atom 17 (H): 0.237, atom 18 (H): 0.201, atom 19 (H): 0.439, atom 20 (H): 0.193, atom 21 (H): 0.219, atom 22 (H): 0.214, atom 23 (H): 0.226, atom 24 (H): 0.213, atom 25 (H): 0.248, atom 26 (H): 0.263, atom 27 (H): 0.254, atom 28 (H): 0.228, atom 29 (H): 0.229, atom 30 (H): 0.224